No. 1
10
Properties=species:S:1:pos:R:3:forces:R:3 method="wB97M-V/def2-TZVPD" e_lumo_ev=6.75 molar_mass_g_mol=159.059 e_tot_ha=-1171.77606 total_charge=-2 homo_lumo_gap_ev=7.3057 de_lowest_kcal_mol=23.14 max_force_ev_per_a=6.26
N -0.65200 0.77646 1.28315 1.0 0.8 -1.5
P -0.53254 0.91283 -0.46279 -1.4 -0.6 0.0
O 0.32741 2.04144 -0.91591 0.0 0.1 0.4
O -1.84089 0.60703 -1.14446 0.7 0.3 0.5
S 0.82153 -0.87969 -0.45706 -4.5 -4.2 -1.2
O 1.76445 -0.92743 -1.57047 0.1 -0.2 -0.1
O -0.24985 -2.17447 -0.40481 3.8 3.9 -0.3
O 1.45193 -0.72995 0.85611 1.4 -0.4 0.8
H 0.27860 0.26190 1.27694 -0.9 0.5 1.8
H -1.36864 0.11190 1.53929 -0.1 -0.3 -0.3

=====

No. 2
19
Properties=species:S:1:pos:R:3:forces:R:3 method="wB97M-V/def2-TZVPD" e_lumo_ev=1.01 molar_mass_g_mol=120.221 e_tot_ha=-667.27594 total_charge=0 homo_lumo_gap_ev=9.2584 de_lowest_kcal_mol=11.89 max_force_ev_per_a=0.93
N 1.79440 0.03122 2.45011 -0.2 -0.1 0.1
C 0.54480 -0.65659 2.13596 -0.1 -0.2 0.1
N -0.22003 0.10506 1.19851 0.4 0.1 -0.1
C -1.31038 -0.49240 0.49575 -0.4 0.4 0.1
C -0.95040 -1.11071 -0.88190 0.0 -0.2 0.9
C 0.24935 -0.46703 -1.53744 -0.3 0.5 -0.5
S -0.07326 1.27748 -2.03418 0.2 -0.2 0.2
H 2.30317 -0.54458 3.11111 0.1 0.1 0.0
H 1.59037 0.89739 2.93884 0.0 0.0 0.0
H -0.03537 -0.91656 3.04845 0.0 0.2 -0.1
H 0.79693 -1.62388 1.68176 0.1 0.1 0.0
H -0.15224 1.10596 1.20462 0.0 0.0 0.2
H -2.09169 0.25653 0.37459 0.1 0.2 -0.3
H -1.79658 -1.21424 1.15501 0.0 -0.4 -0.1
H -1.83529 -1.07863 -1.51030 -0.1 0.1 -0.3
H -0.73104 -2.16316 -0.72318 0.2 -0.3 -0.1
H 0.52330 -0.99527 -2.44794 0.1 -0.1 0.1
H 1.10482 -0.41808 -0.86416 -0.1 -0.1 0.0
H -0.87697 0.96806 -3.05792 -0.1 0.0 0.0

=====

No. 3
14
Properties=species:S:1:pos:R:3:forces:R:3 method="wB97M-V/def2-TZVPD" e_lumo_ev=-0.07 molar_mass_g_mol=148.162 e_tot_ha=-838.15140 total_charge=0 homo_lumo_gap_ev=7.4798 de_lowest_kcal_mol=12.26 max_force_ev_per_a=4.16
S 2.88051 -0.70207 -1.73488 0.9 0.2 -0.1
C 1.28811 -0.65413 -1.33891 -0.1 0.4 0.3
C 0.26805 -1.55751 -1.76882 -1.8 1.8 2.0
C -0.89450 -1.22717 -1.14684 -2.3 0.8 1.4
N -0.71308 0.03125 -0.45946 0.8 -1.4 0.1
N 0.67142 0.22665 -0.52867 0.6 2.8 2.1
H 0.41035 -2.27042 -2.47721 0.4 -2.0 -1.6
H -1.96927 -1.72427 -1.06193 2.7 1.2 -0.5
H -1.02063 0.34293 0.48518 -0.3 -1.1 -1.1
H 1.06396 1.02689 0.16061 -1.0 -2.7 -3.0
O 0.57938 1.92202 1.77762 0.0 -0.3 0.4
C 1.16609 1.22071 2.51842 1.6 -1.3 1.6
F 0.75591 -0.09437 2.81409 0.5 2.2 -0.6
H 2.17329 1.44189 3.09472 -2.1 -0.5 -1.1

=====

No. 4
18
Properties=species:S:1:pos:R:3:forces:R:3 method="wB97M-V/def2-TZVPD" e_lumo_ev=0.94 molar_mass_g_mol=117.217 e_tot_ha=-650.01068 total_charge=0 homo_lumo_gap_ev=10.0245 de_lowest_kcal_mol=17.79 max_force_ev_per_a=1.51
C 0.93601 0.98951 -1.12606 0.2 -0.9 -0.4
C 0.60884 -0.04597 -0.07711 -0.8 0.0 1.3
C -0.44136 0.23758 1.02950 0.7 -0.2 -0.3
C -1.77198 0.65179 0.47479 -1.0 -0.5 0.4
S -2.58932 -0.70882 -0.47355 0.3 0.5 0.1
C 1.67156 -0.96732 0.37450 0.3 -0.2 0.0
N 0.60300 -1.43524 -0.52735 0.5 -0.4 -0.3
H 1.58146 0.46405 -1.85920 0.0 0.6 0.5
H 1.42082 1.84834 -0.66711 0.2 0.1 -0.2
H 0.09239 1.32298 -1.72554 -0.4 0.1 0.2
H -0.55304 -0.68473 1.61486 0.0 0.1 -0.2
H -0.06431 0.95723 1.75329 0.1 0.5 -0.1
H -1.71155 1.51449 -0.14287 0.3 0.7 -0.8
H -2.48260 0.97495 1.24600 0.1 -0.5 0.1
H -1.55633 -0.86504 -1.32773 -0.3 0.0 0.0
H 2.70828 -0.93130 0.03163 -0.5 0.0 -0.4
H 1.60601 -1.32199 1.39073 0.0 0.0 0.3
H -0.05791 -2.00048 0.01121 0.2 0.3 -0.3

=====

No. 5
16
Properties=species:S:1:pos:R:3:forces:R:3 method="wB97M-V/def2-TZVPD" e_lumo_ev=0.36 molar_mass_g_mol=95.145 e_tot_ha=-288.71694 total_charge=0 homo_lumo_gap_ev=9.1403 de_lowest_kcal_mol=40.85 max_force_ev_per_a=0.34
H -1.01510 -2.14279 -0.46461 0.0 0.1 0.0
N -0.37569 -1.34932 -0.40229 -0.3 0.1 0.0
C -1.01950 -0.28930 -0.09225 0.1 -0.2 0.0
C -2.52108 -0.27076 0.11711 -0.1 0.0 0.0
C -0.34004 1.00789 0.08673 0.1 0.0 0.0
C 0.97087 1.31992 0.15968 -0.1 0.0 0.0
C 2.23082 0.56461 0.13559 0.1 -0.1 0.0
C 2.49508 -0.70044 -0.21205 0.0 0.1 0.0
H -2.76236 -0.17472 1.18234 0.1 0.0 -0.1
H -2.98911 0.57307 -0.40103 0.1 -0.1 0.1
H -2.96999 -1.19658 -0.25549 0.1 0.1 0.1
H -1.02268 1.85014 0.20503 0.1 -0.2 -0.1
H 1.15114 2.38513 0.31312 -0.1 -0.2 0.0
H 3.07813 1.17420 0.44967 -0.1 -0.1 0.0
H 1.72560 -1.37930 -0.55728 0.1 0.2 0.1
H 3.51898 -1.06167 -0.14034 -0.1 0.1 0.0

=====

No. 6
32
Properties=species:S:1:pos:R:3:forces:R:3 method="wB97M-V/def2-TZVPD" s_squared=0.757 e_lumo_ev="-8.81 / -8.82" molar_mass_g_mol=446.330 e_tot_ha=-2430.75587 multiplicity=2 total_charge=+2 homo_lumo_gap_ev="7.1580 / 7.1567" de_lowest_kcal_mol=0.00 max_force_ev_per_a=5.81
O -1.27868 1.81390 -2.39310 1.0 -1.4 1.7
C -0.82234 1.17014 -1.57674 -1.2 1.6 -2.1
Yb 0.14553 -0.22481 0.42765 -0.5 1.2 -1.0
O 1.83753 -1.69357 -2.17700 -1.9 1.8 2.0
C 1.20571 -1.11209 -1.42102 2.9 -2.6 -3.9
C -1.34025 1.26340 1.52398 0.2 -0.4 2.9
O -1.12049 0.97262 2.67986 -1.2 1.4 -3.6
C -1.82837 -1.33829 -0.05621 -4.5 -3.1 -0.4
O -2.76331 -1.99554 -0.10419 2.8 2.0 0.1
C 1.51531 1.63685 0.42581 3.8 4.4 0.7
O 2.25761 2.48937 0.61136 -2.4 -2.7 -0.7
H -1.96680 1.90064 0.84821 -0.3 0.3 1.3
C 5.17770 -3.75454 3.10258 0.3 -0.2 -0.1
C 3.68965 -3.98764 3.00398 0.4 0.1 -0.2
N 3.04581 -2.72238 2.61826 -1.0 0.6 0.5
C 2.02737 -2.57053 1.76626 1.3 -0.7 0.4
S 0.80149 -1.47402 2.30609 0.6 -2.0 2.3
N 2.02016 -3.26167 0.62044 -0.8 0.7 -0.3
C 3.13993 -3.85372 -0.14951 -0.1 0.2 0.4
C 2.86924 -5.31070 -0.44470 0.2 -0.2 0.1
H 5.58144 -3.36503 2.16589 0.0 0.0 0.0
H 5.66885 -4.69656 3.32121 0.2 -0.1 0.1
H 5.42505 -3.05047 3.90007 -0.1 -0.1 -0.1
H 3.41941 -4.72074 2.24652 0.1 -0.1 0.2
H 3.29946 -4.32292 3.97660 -0.1 0.2 -0.4
H 2.97279 -2.04585 3.37855 0.2 -0.3 -0.2
H 1.14769 -3.22279 0.11231 0.0 -0.3 0.2
H 3.24752 -3.29339 -1.08999 0.0 -0.1 0.4
H 4.03414 -3.68319 0.44475 0.1 -0.1 -0.1
H 1.99792 -5.43690 -1.09110 0.0 0.0 0.1
H 3.73000 -5.72319 -0.96369 0.0 -0.1 -0.1
H 2.71178 -5.88316 0.47157 0.0 0.0 -0.1